# 1
Formula: C18H24Cl2IrN7O3S
Source: the Open Molecules 2025 dataset
Level of theory: the ωB97M-V functional and the def2-TZVPD basis

ORCA input file:
```
! RIJCOSX wB97M-V def2-TZVPD def2/J DEFGRID3
* xyz 2 5
Ir -11.59 -13.22 0.91
Cl -13.25 -16.83 4.35
C -13.22 -17.14 2.67
C -13.44 -18.42 2.10
C -13.20 -18.63 0.78
Cl -13.34 -20.17 0.15
C -12.90 -17.52 -0.12
C -12.76 -17.67 -1.55
C -12.37 -16.58 -2.27
C -12.04 -15.35 -1.63
N -12.14 -15.25 -0.31
C -12.60 -16.27 0.42
C -12.84 -16.02 1.82
O -12.67 -14.84 2.24
H -13.80 -19.27 2.68
H -12.98 -18.59 -2.01
H -12.34 -16.62 -3.33
H -11.69 -14.50 -2.17
N -11.36 -12.21 2.93
C -12.15 -10.92 2.70
C -12.22 -10.06 3.96
C -12.76 -10.69 5.25
C -14.24 -10.32 5.58
N -15.12 -11.08 4.73
C -15.31 -12.38 4.88
N -15.62 -13.18 3.85
N -15.06 -12.91 6.07
C -13.49 -11.27 1.97
O -14.40 -10.51 2.19
O -13.52 -12.23 1.12
H -11.79 -12.73 3.70
H -10.36 -12.06 3.11
H -11.59 -10.37 1.90
H -12.69 -9.14 3.73
H -11.14 -9.84 4.22
H -12.16 -10.18 6.03
H -12.60 -11.77 5.28
H -14.42 -9.25 5.33
H -14.54 -10.42 6.61
H -15.20 -10.70 3.79
H -15.62 -12.91 2.84
H -16.08 -14.06 4.04
H -15.18 -12.35 6.91
H -15.14 -13.88 6.15
S -9.83 -12.07 -0.19
C -10.27 -11.77 -1.82
N -9.38 -11.47 -2.74
C -9.96 -10.96 -3.96
C -11.47 -11.20 -3.70
N -11.50 -11.80 -2.33
H -8.41 -11.59 -2.59
H -9.62 -11.52 -4.84
H -9.69 -9.88 -4.08
H -11.93 -11.90 -4.39
H -12.10 -10.30 -3.62
H -12.28 -11.63 -1.71
*
```

Properties
<S²>: 6.04
energy relative to the best compared isomer or geometry (same formula, charge and spin): 0.00 kcal/mol
total energy: -2731.73141 hartree
LUMO energy (alpha / beta): -5.711 / -7.678 eV
HOMO (alpha / beta): -0.4737 / -0.5111 Ha
gap between HOMO and LUMO (alpha / beta): 0.264 / 0.229 hartree
largest force on an atom: 2.360 eV/A

# 2
Formula: C18H24F24O5P
Source: the Open Molecules 2025 dataset
Level of theory: the ωB97M-V functional and the def2-TZVPD basis

ORCA input file:
```
! RIJCOSX wB97M-V def2-TZVPD def2/J DEFGRID3
* xyz -1 1
C 4.75 1.80 1.85
C 4.26 0.80 0.80
O 3.93 1.56 -0.37
C 3.12 -0.16 1.27
O 1.87 0.11 0.77
P 0.86 1.39 1.58
H 4.52 1.46 2.86
H 5.83 1.93 1.78
H 4.26 2.76 1.68
H 5.11 0.14 0.54
H 3.91 0.95 -1.12
H 3.12 -0.18 2.38
H 3.41 -1.17 0.94
H -0.11 0.36 1.91
H 0.21 1.61 0.28
H 1.87 2.40 1.25
H 1.56 1.12 2.87
H 0.03 2.41 2.22
C -5.64 0.13 -0.05
C -4.14 0.12 0.30
C -3.71 -0.64 1.56
F -4.30 -0.10 2.65
F -2.38 -0.56 1.69
F -3.67 1.38 0.32
F -3.55 -0.54 -0.74
O -6.39 1.28 0.32
C -6.99 1.41 1.53
C -6.45 2.60 2.34
F -5.13 2.48 2.54
F -7.07 2.62 3.54
F -6.97 0.27 2.25
F -8.31 1.69 1.30
H -5.66 0.15 -1.14
H -6.12 -0.79 0.27
H -4.00 -1.69 1.48
H -6.66 3.53 1.81
C -6.30 -6.11 -1.18
C -5.77 -5.39 0.07
C -6.38 -4.03 0.42
F -6.17 -3.14 -0.57
F -5.78 -3.56 1.54
F -4.43 -5.28 0.01
F -6.09 -6.20 1.13
O -5.55 -5.97 -2.37
C -5.75 -4.95 -3.26
C -4.51 -4.06 -3.42
F -4.15 -3.54 -2.24
F -4.83 -3.05 -4.26
F -6.85 -4.22 -2.96
F -5.97 -5.52 -4.47
H -6.22 -7.16 -0.93
H -7.36 -5.89 -1.33
H -7.45 -4.12 0.61
H -3.69 -4.64 -3.84
C 6.79 3.10 -1.16
C 7.47 2.80 -2.50
C 8.28 1.50 -2.62
F 9.32 1.51 -1.76
F 8.78 1.41 -3.87
F 8.23 3.84 -2.90
F 6.46 2.65 -3.41
O 7.47 3.98 -0.29
C 8.38 3.56 0.62
C 9.75 4.23 0.42
F 10.22 3.99 -0.82
F 10.63 3.72 1.32
F 8.50 2.22 0.66
F 7.93 3.94 1.84
H 5.88 3.63 -1.43
H 6.47 2.18 -0.66
H 7.65 0.63 -2.42
H 9.66 5.31 0.58
*
```

Properties
total energy: -3814.53927 hartree
LUMO energy: 1.702 eV
HOMO: -0.1069 Ha
gap between HOMO and LUMO: 0.169 hartree
largest force on an atom: 0.773 eV/A

# 3
Formula: C18H24F3N3S
Source: the Open Molecules 2025 dataset
Level of theory: the ωB97M-V functional and the def2-TZVPD basis

ORCA input file:
```
! RIJCOSX wB97M-V def2-TZVPD def2/J DEFGRID3
* xyz 0 1
F -2.69 -3.32 -0.83
C -2.41 -2.08 -0.37
F -3.47 -1.71 0.36
F -2.42 -1.29 -1.47
C -1.12 -2.02 0.38
C 0.05 -1.85 -0.35
C 1.29 -1.82 0.29
C 1.30 -2.01 1.68
C 0.13 -2.16 2.39
C -1.10 -2.17 1.76
H -2.02 -2.28 2.31
H 0.17 -2.29 3.46
H 2.23 -2.05 2.22
N 2.47 -1.70 -0.41
C 2.44 -1.45 -1.84
H 3.44 -1.69 -2.23
C 2.10 0.04 -2.11
N 2.58 0.83 -0.99
C 1.76 1.47 -0.11
N 0.59 1.96 -0.57
H 0.35 1.83 -1.54
C -0.36 2.68 0.24
C -1.00 3.79 -0.60
C -2.33 4.21 0.02
C -3.35 3.06 -0.08
C -2.67 1.69 -0.05
C -1.43 1.74 0.83
H -1.70 2.09 1.83
H -0.99 0.75 0.94
H -3.37 0.95 0.34
H -2.39 1.38 -1.06
H -3.92 3.16 -1.01
H -4.07 3.14 0.74
H -2.16 4.46 1.07
H -2.72 5.10 -0.48
H -0.33 4.65 -0.66
H -1.18 3.44 -1.62
H 0.21 3.12 1.06
S 2.21 1.71 1.47
C 3.85 0.32 -0.51
H 4.26 1.04 0.20
H 4.52 0.24 -1.36
C 3.63 -1.04 0.18
H 4.51 -1.68 0.05
H 3.46 -0.87 1.24
H 1.02 0.15 -2.22
H 2.58 0.37 -3.04
H 1.73 -2.12 -2.33
H -0.04 -1.74 -1.42
*
```

Properties
total energy: -1562.39110 hartree
LUMO energy: 0.587 eV
HOMO: -0.2947 Ha
gap between HOMO and LUMO: 0.316 hartree
largest force on an atom: 0.823 eV/A
structure (SMILES): FC(F)(F)c1cccc(N2CCN(C(=S)NC3CCCCC3)CC2)c1

# 4
Formula: C18H24F5O6RuSe
Source: the Open Molecules 2025 dataset
Level of theory: the ωB97M-V functional and the def2-TZVPD basis

ORCA input file:
```
! RIJCOSX wB97M-V def2-TZVPD def2/J DEFGRID3
* xyz 2 2
Ru 0.26 0.78 -0.20
C 2.58 2.51 -0.73
C 3.12 1.24 -0.11
O 2.13 0.61 0.75
C 2.13 0.99 2.14
C 1.31 2.25 2.34
O 0.11 2.22 1.54
C -1.10 1.91 2.25
C -1.18 0.43 2.54
O -1.08 -0.25 1.28
C -1.41 -1.66 1.32
C -2.56 -1.90 0.36
O -2.36 -1.14 -0.82
C -3.18 0.01 -0.92
C -2.53 0.98 -1.85
O -1.39 1.65 -1.23
C -0.84 2.61 -2.17
C 0.39 3.24 -1.58
O 1.31 2.16 -1.32
H 3.25 2.87 -1.51
H 2.43 3.30 0.01
H 4.03 1.43 0.46
H 3.34 0.50 -0.88
H 3.15 1.13 2.48
H 1.70 0.13 2.66
H 1.86 3.14 2.04
H 1.05 2.37 3.40
H -1.91 2.21 1.59
H -1.16 2.50 3.17
H -2.15 0.20 3.00
H -0.39 0.10 3.22
H -1.71 -1.92 2.34
H -0.52 -2.22 1.07
H -3.51 -1.62 0.84
H -2.62 -2.96 0.10
H -3.34 0.48 0.06
H -4.16 -0.26 -1.33
H -3.24 1.77 -2.12
H -2.19 0.47 -2.76
H -1.59 3.37 -2.39
H -0.58 2.08 -3.09
H 0.17 3.75 -0.63
H 0.84 3.94 -2.28
F 1.27 -6.43 -0.41
C 1.12 -5.16 -0.73
C 0.12 -4.78 -1.61
F -0.69 -5.69 -2.13
C -0.03 -3.45 -1.94
F -0.99 -3.10 -2.79
C 0.79 -2.47 -1.38
Se 0.60 -0.68 -1.97
C 1.80 -2.88 -0.53
F 2.62 -1.97 0.02
C 1.97 -4.21 -0.19
F 2.93 -4.57 0.65
*
```

Properties
<S²>: 0.76
energy relative to the best compared isomer or geometry (same formula, charge and spin): 0.00 kcal/mol
total energy: -4146.70196 hartree
LUMO energy (alpha / beta): -6.085 / -8.255 eV
HOMO (alpha / beta): -0.5391 / -0.5428 Ha
gap between HOMO and LUMO (alpha / beta): 0.315 / 0.239 hartree
largest force on an atom: 0.716 eV/A

# 5
Formula: C18H24F9Na3O24S3
Source: the Open Molecules 2025 dataset
Level of theory: the ωB97M-V functional and the def2-TZVPD basis

ORCA input file:
```
! RIJCOSX wB97M-V def2-TZVPD def2/J DEFGRID3
* xyz 0 1
Na 4.23 3.21 -0.89
Na 1.41 0.69 5.72
Na -4.96 5.80 2.66
C -2.11 -0.18 -1.21
F -2.96 0.24 -2.11
F -2.68 -1.04 -0.37
F -1.02 -0.81 -1.72
S -1.55 1.36 -0.18
O -2.66 2.30 -0.07
O -1.03 0.96 1.13
O -0.53 2.03 -0.99
C 1.20 6.61 4.26
F 0.95 5.56 5.02
F 2.22 6.28 3.40
F 0.15 7.01 3.58
S 1.86 8.05 5.35
O 1.71 9.40 4.72
O 1.11 8.00 6.60
O 3.28 7.68 5.50
C 5.15 9.57 -3.60
F 5.88 8.58 -4.16
F 5.91 10.63 -3.40
F 4.25 10.03 -4.48
S 4.34 8.89 -1.98
O 5.46 8.54 -1.03
O 3.44 9.90 -1.45
O 3.60 7.70 -2.38
C -1.97 -7.21 -2.87
C -3.13 -7.32 -1.87
O -2.47 -7.92 -0.80
C -1.14 -7.92 -0.95
O -0.37 -8.18 0.02
O -0.79 -7.58 -2.20
H -1.86 -6.19 -3.22
H -2.10 -7.89 -3.72
H -3.96 -7.96 -2.18
H -3.59 -6.36 -1.63
C 0.60 3.52 -7.45
C 0.39 2.01 -7.19
O 1.10 1.34 -8.12
C 1.61 2.24 -9.00
O 2.33 1.99 -9.98
O 1.32 3.49 -8.66
H 1.11 3.98 -6.60
H -0.38 3.98 -7.61
H -0.66 1.69 -7.17
H 0.80 1.77 -6.21
C -8.04 -0.89 1.96
C -8.17 -0.05 0.71
O -8.39 -1.00 -0.33
C -8.55 -2.25 0.18
O -8.78 -3.20 -0.53
O -8.42 -2.22 1.53
H -8.63 -0.43 2.76
H -7.02 -0.93 2.33
H -7.38 0.67 0.48
H -9.11 0.49 0.74
C 3.95 -3.54 0.30
O 3.93 -3.79 -1.11
C 4.46 -2.84 -1.92
O 4.67 -1.65 -1.61
O 4.97 -3.49 -3.03
C 5.60 -2.83 -4.08
H 3.17 -2.89 0.70
H 4.95 -3.19 0.56
H 3.88 -4.47 0.86
H 5.38 -1.76 -4.09
H 5.20 -3.24 -5.00
H 6.69 -2.90 -4.10
C -1.35 -4.13 5.81
O -0.97 -4.64 7.15
C 0.31 -4.39 7.65
O 1.25 -3.89 7.05
O 0.30 -4.72 8.95
C 1.47 -4.63 9.74
H -1.27 -3.05 5.78
H -2.36 -4.30 5.43
H -0.80 -4.47 4.93
H 1.44 -4.96 10.78
H 1.93 -3.65 9.70
H 2.21 -5.25 9.23
*
```

Properties
energy relative to the best compared isomer or geometry (same formula, charge and spin): 185.78 kcal/mol
total energy: -5086.09930 hartree
LUMO energy: -3.858 eV
HOMO: -0.2597 Ha
gap between HOMO and LUMO: 0.118 hartree
largest force on an atom: 5.074 eV/A

# 6
Formula: C18H24N2O3S
Source: the Open Molecules 2025 dataset
Level of theory: the ωB97M-V functional and the def2-TZVPD basis

ORCA input file:
```
! RIJCOSX wB97M-V def2-TZVPD def2/J DEFGRID3
* xyz 0 1
C 0.77 1.27 -7.80
C 1.16 0.51 -6.56
O 1.75 -0.55 -6.59
N 0.81 1.11 -5.38
C 1.07 0.62 -4.10
C 1.74 -0.54 -3.75
C 1.88 -0.82 -2.40
C 1.36 0.03 -1.44
C 0.68 1.19 -1.79
C 0.55 1.48 -3.13
C -0.12 2.65 -3.79
H 0.34 3.59 -3.47
H -1.18 2.70 -3.53
C 0.09 2.39 -5.29
H -0.86 2.32 -5.82
H 0.69 3.18 -5.75
H 0.31 1.83 -1.02
S 1.50 -0.38 0.29
O 2.59 -1.30 0.47
O 1.47 0.83 1.06
N 0.03 -1.18 0.51
H 0.18 -2.17 0.35
C -0.63 -0.93 1.77
C 0.09 -1.56 2.97
C -0.57 -1.18 4.26
C -0.18 -0.12 4.96
C -0.81 0.32 6.25
C -1.70 -0.77 6.84
C -2.58 -1.37 5.75
C -1.70 -2.06 4.71
H -2.31 -2.35 3.84
H -1.29 -2.98 5.13
H -3.29 -2.08 6.18
H -3.15 -0.57 5.27
H -1.07 -1.56 7.27
H -2.31 -0.36 7.65
H -0.04 0.61 6.96
H -1.41 1.22 6.05
H 0.63 0.49 4.60
H 0.10 -2.64 2.85
H 1.12 -1.20 2.95
H -0.65 0.16 1.89
H -1.66 -1.29 1.70
H 2.41 -1.70 -2.06
H 2.14 -1.20 -4.50
H -0.31 1.39 -7.86
H 1.12 0.71 -8.67
H 1.23 2.26 -7.82
*
```

Properties
energy relative to the best compared isomer or geometry (same formula, charge and spin): 32.32 kcal/mol
total energy: -1433.72706 hartree
LUMO energy: 0.554 eV
HOMO: -0.3124 Ha
gap between HOMO and LUMO: 0.333 hartree
largest force on an atom: 0.846 eV/A
structure (SMILES): CC(=O)N1CCc2cc(S(=O)(=O)NCCC3=CCCCC3)ccc21